[1]
The following is a DFT calculation (wB97M-V/def2-TZVPD) of a molecular structure, C13H27AsCuF6N2O2.

Geometry as ORCA input:
```
! wB97M-V def2-TZVPD RIJCOSX def2/J DEFGRID3
* xyz -1 1
C 29.8066 11.3980 -23.4532
C 28.6898 10.4851 -22.9288
C 27.3152 11.1322 -22.8637
N 26.1485 10.1906 -22.3132
C 24.7686 10.9283 -22.3103
C 24.2974 11.1663 -23.6759
C 24.2614 9.9567 -24.6294
C 25.6000 9.2384 -24.5560
C 25.9726 8.9054 -23.1387
C 26.3852 9.8949 -20.7707
H 30.0753 12.1143 -22.6768
H 29.5575 11.9586 -24.3542
H 30.6819 10.8351 -23.7773
H 28.9614 10.1041 -21.9443
H 28.7670 9.6196 -23.5869
H 26.9577 11.5506 -23.8046
H 27.4112 11.9995 -22.2105
H 24.7834 11.8276 -21.6945
H 24.0059 10.3177 -21.8271
H 24.8519 12.0353 -24.0304
H 23.2871 11.5738 -23.6403
H 23.9645 10.1638 -25.6575
H 23.4994 9.2985 -24.2119
H 26.3401 9.8003 -25.1257
H 25.4159 8.2438 -24.9620
H 26.9810 8.4918 -23.1224
H 25.3924 8.1459 -22.6147
H 25.4624 9.4998 -20.3459
H 26.7821 10.7645 -20.2469
H 27.0607 9.0396 -20.7642
Cu 21.5065 13.5821 -22.4437
As 19.2549 14.7048 -19.2339
F 18.4356 13.0446 -19.4585
F 19.7072 14.7397 -20.9977
F 20.0236 16.3361 -19.0885
F 18.7403 14.6516 -17.4720
F 20.8682 13.8958 -18.9133
F 17.6300 15.4710 -19.5974
O 21.2839 11.6290 -21.2794
H 20.3440 11.3832 -21.1764
O 23.5257 13.9460 -21.4774
H 23.8984 14.4359 -22.2361
N 19.5770 13.7608 -24.3102
C 20.2029 12.5679 -24.6682
C 21.4506 12.7830 -25.0219
C 21.5852 14.1810 -24.9683
C 20.4652 14.7723 -24.4101
H 18.6967 13.8041 -23.8169
H 19.6737 11.6349 -24.5417
H 22.1832 12.0775 -25.3851
H 22.4922 14.6101 -25.3678
H 20.1509 15.7640 -24.1200
*
```

* gap between HOMO and LUMO: 4.41 eV

***

[2]
The following is a DFT calculation (wB97M-V/def2-TZVPD) of a molecular structure, C13H27Cl2CrP.

Geometry as ORCA input:
```
! wB97M-V def2-TZVPD RIJCOSX def2/J DEFGRID3
* xyz -1 4
Cr 1.1889 0.5002 -1.0338
Cl 0.1663 -1.5138 -1.3142
Cl 1.0405 2.3697 0.1638
C 2.8966 0.1404 -0.7794
H 3.5554 1.0814 -0.8852
H 3.2435 -0.5840 -1.6130
C -0.4117 1.6879 -2.2591
C 0.7665 1.4069 -2.8118
H -0.5992 2.5396 -1.6351
C 1.0441 0.2143 -3.6880
H 1.6959 1.8716 -2.4876
C -0.1423 0.0893 -4.6205
H 1.9737 0.3752 -4.2425
H 1.2304 -0.7682 -3.1881
C -1.4501 -0.0779 -3.8513
H -0.2041 1.0300 -5.1695
H -0.0259 -0.6912 -5.3747
C -1.6532 0.9599 -2.6859
H -2.3031 0.0452 -4.5423
H -1.5354 -1.0973 -3.4454
H -2.4741 1.6510 -2.9839
H -2.0971 0.4398 -1.8114
C -2.3615 0.8150 1.9487
C -0.9246 0.8314 2.4913
P 0.2250 -0.2522 1.5402
C 1.7688 -0.2496 2.5314
C 1.6207 -0.3106 4.0576
C -0.5102 -1.9149 1.8340
C -1.0128 -2.2681 3.2455
H -2.3941 1.1369 0.8961
H -2.9866 1.5136 2.5301
H -2.8267 -0.1805 2.0293
H -0.5051 1.8448 2.3992
H -0.9263 0.5713 3.5611
H 2.3548 -1.1077 2.1663
H 2.3154 0.6556 2.2225
H 1.4143 -1.3320 4.4050
H 2.5620 0.0067 4.5313
H 0.8319 0.3555 4.4300
H -1.3427 -1.9972 1.1140
H 0.2455 -2.6487 1.5094
H -1.7056 -1.5126 3.6477
H -1.5620 -3.2241 3.2103
H -0.1856 -2.4028 3.9577
*
```

* energy above the lowest of the compared OMol25 structures with the same formula, charge and spin: 0.0 kcal/mol
* gap between HOMO and LUMO (alpha / beta): 5.96 / 7.25 eV